# 1
The ion C7H12NO5S2 with charge +1 in a non-equilibrium geometry. Source: the Open Molecules 2025 dataset; level of theory: ωB97M-V/def2-TZVPD.

```
27
Properties=species:S:1:pos:R:3
C 0.35848 3.87366 2.60696
C 1.99494 -0.28102 -0.70643
C 0.64347 2.69572 3.14988
C 1.15435 -1.01194 -0.06660
C -1.31158 -0.99901 -1.34119
C -2.24701 -0.63015 -2.43533
C -0.81459 -3.19657 -1.86327
N -0.72571 -2.05697 -1.04675
O -1.11592 0.17025 -0.50196
O 1.67299 0.21845 2.70199
O 2.65512 2.02794 1.51270
O 0.27676 1.27134 1.03912
O -0.91515 -0.76697 1.74896
S 1.57026 1.51443 2.21117
S -0.19324 -0.15954 0.72363
H -0.23886 4.74598 3.00622
H 0.84760 4.18068 1.56884
H 2.86766 -0.63979 -1.21448
H 1.77775 0.80915 -0.79778
H 0.39401 2.43012 4.11609
H 1.20207 -2.01449 0.22606
H -2.68641 -1.51447 -2.91025
H -1.64540 -0.27674 -3.26609
H -2.98226 0.20859 -2.29964
H -1.86689 -3.67378 -1.80432
H -0.58535 -2.99633 -2.95771
H -0.08710 -3.92852 -1.39983
```

Net charge: +1
Orbital gap in hartree: 0.36575
LUMO in eV: -3.72
HOMO level in eV: -13.67

Here are the natural (NBO) charges for atoms 1 to 6, given in e: C -0.237; C -0.322; C -0.537; C -0.439; C 0.600; C -0.736

=====

# 2
A cluster of 11 separate species, C5H34N2O11 in total in a non-equilibrium geometry. Source: the Open Molecules 2025 dataset; level of theory: ωB97M-V/def2-TZVPD.

```
52
Properties=species:S:1:pos:R:3
C 1.52669 -0.75224 2.14142
N 1.23710 0.25431 1.13242
C 2.41151 0.82276 0.50117
C 2.02577 1.83474 -0.55984
O 1.31200 2.90001 0.05415
C 0.33373 -1.56267 2.58672
N 0.27041 -2.86382 1.83426
C -1.13157 -3.22519 1.54590
H 2.37112 -1.38640 1.87069
H 1.95424 -0.25830 3.02203
H 0.78434 1.03358 1.60530
H 3.08982 0.08903 0.06126
H 3.04374 1.33733 1.23601
H 2.89710 2.22932 -1.09335
H 1.48790 1.34589 -1.37991
H 0.46117 3.01348 -0.38099
H 0.41552 -1.81364 3.64643
H -0.60835 -1.04471 2.52333
H 0.50978 -3.51085 2.56744
H -1.13579 -4.14557 0.96036
H -1.77990 -3.25844 2.42310
H -1.57493 -2.50273 0.85332
H -0.28632 2.48200 2.34883
H 0.75871 3.03870 3.31624
O 0.20733 2.26427 3.16167
H 0.91767 -0.41571 -3.23550
H -0.28885 -0.86047 -3.88976
O 0.27659 -0.06638 -3.90153
H -2.67954 0.91759 -0.00729
H -4.05969 0.94269 -0.68573
O -3.39008 1.50973 -0.28404
H -2.04186 3.38074 1.95268
H -1.89288 3.34859 0.42011
O -1.56608 2.93564 1.23833
H 1.67128 -2.03643 -1.48391
H 1.71151 -0.57296 -1.21392
O 1.81752 -1.18090 -1.96715
H -2.84398 3.52711 -1.50081
H -1.51619 3.53548 -2.20338
O -1.97152 3.93364 -1.43354
H -2.20040 1.16859 -2.72690
H -0.86765 1.11849 -3.44741
O -1.51462 1.75346 -3.06709
H 2.53804 -3.55595 -0.67424
H 1.45469 -3.25299 0.37088
O 1.58460 -3.42508 -0.58721
H -0.36573 -3.38272 -1.99381
H -1.34946 -2.23382 -1.61679
O -1.17036 -2.92935 -2.26432
H -1.17286 0.54586 -0.83475
H -0.46099 -0.60539 -0.16451
O -1.20030 -0.42030 -0.77636
```

SMILES: CNCCNCCO.O.O.O.O.O.O.O.O.O.O
Orbital gap in hartree: 0.36133
LUMO in eV: 0.35
HOMO level in eV: -9.48

Here are the natural (NBO) charges for atoms 1 to 6, given in e: C -0.231; N -0.686; C -0.263; C -0.075; O -0.733; C -0.238

=====

# 3
A cluster of 2 separate species, C5H10O in total in a non-equilibrium geometry. Source: the Open Molecules 2025 dataset; level of theory: ωB97M-V/def2-TZVPD.

```
16
Properties=species:S:1:pos:R:3
C -2.74632 -0.05703 -0.68285
C -1.37186 -0.00882 -0.08412
C -1.16160 0.24498 1.18567
C 0.70485 -1.07594 -0.80557
C -0.28366 -0.24511 -1.05239
H -2.77685 0.72003 -1.44352
H -3.56125 0.05200 0.01201
H -2.94660 -0.99476 -1.20720
H -1.99276 0.30101 1.87660
H -0.20454 0.45855 1.63455
H 0.86367 -1.65379 0.10137
H 1.56876 -1.20358 -1.46999
H -0.26175 0.35794 -1.95221
H 4.87204 1.80744 1.32609
H 4.83864 0.29706 1.55863
O 4.45924 1.00000 1.00293
```

SMILES: C=CC(=C)C.O
Orbital gap in hartree: 0.36641
LUMO in eV: 0.89
HOMO level in eV: -9.08

Here are the natural (NBO) charges for atoms 1 to 6, given in e: C -0.631; C -0.025; C -0.391; C -0.359; C -0.225; H 0.214

=====

# 4
The molecule C2H2F2S2 in a non-equilibrium geometry. Source: the Open Molecules 2025 dataset; level of theory: ωB97M-V/def2-TZVPD.

```
8
Properties=species:S:1:pos:R:3
C -2.36261 -0.27449 -0.11868
C -0.84573 -0.36578 0.10922
F -2.85898 -1.39616 -0.63428
F -0.67162 -1.65659 0.38244
S -3.31408 0.99446 0.41670
S -0.07752 0.03747 -1.44430
H -0.45995 0.22204 1.09784
H -0.36588 1.36483 -1.39161
```

Spin multiplicity: 3
Orbital gap (alpha / beta) in hartree: 0.28471 / 0.23673
LUMO (alpha / beta) in eV: 0.58 / -3.25
⟨S²⟩: 2.01
HOMO level (alpha / beta) in eV: -7.17 / -9.69

Here are the natural (NBO) charges for atoms 1 to 6, given in e: C 0.009; C 0.006; F -0.307; F -0.331; S 0.287; S 0.003

=====

In order of appearance, ΔE to the lowest compared entry with this formula, charge and spin = 1.64; 35.35; 36.41; 0.00 kcal/mol.